C2H12N3OSr as an isolated structure, computed with ωB97M-V/def2-TZVPD.

Summary:
* frontier orbital gap: 4.25 eV
* largest force on an atom: 3.37 eV/Å
* molecular weight: 181.8 Da
* charge: -1
* energy above the lowest of the compared OMol25 structures with the same formula, charge and spin: 29.2 kcal per mole
* total energy: -9619.367 eV

Element x y z (Å)
1 C 0.862659 3.021032 0.118819
2 Sr 0.196227 1.088392 -1.243057
3 N -1.921926 1.712946 -0.024297
4 H 3.193125 1.350831 -0.818502
5 H -0.488556 -0.341890 -3.101280
6 H 1.947168 2.909282 -0.113859
7 H 0.772235 3.406562 1.119506
8 H 0.357402 3.751120 -0.573213
9 H -1.994591 1.287818 0.911703
10 H -2.649141 1.292816 -0.608883
11 H -2.112375 2.721913 0.050104
12 N -0.689923 -3.283208 0.012960
13 C 0.155610 -2.284710 0.382360
14 N 1.164947 -2.657620 1.207148
15 O 0.028995 -1.084146 -0.015609
16 H -0.504972 -4.239840 0.281899
17 H -1.426871 -3.078749 -0.606266
18 H 1.799277 -1.955623 1.551902
19 H 1.310709 -3.616927 1.468565

Forces on atoms 1 to 3 (eV/Å):
0.2 0.5 -0.1
1.8 -1.0 -0.5
-1.4 0.0 0.4

---

A 2-piece molecular cluster, CBrClFNO2 overall, computed with ωB97M-V/def2-TZVPD.

Summary:
* frontier orbital gap (spin up / spin down): 9.14 / 7.94 eV
* largest force on an atom: 2.34 eV/Å
* molecular weight: 192.4 Da
* charge: 0
* energy above the lowest of the compared OMol25 structures with the same formula, charge and spin: 50.1 kcal per mole
* total energy: -91898.756 eV

Element x y z (Å)
1 C 1.678435 0.059894 -0.773469
2 N -2.276319 0.214674 0.994814
3 O -1.989843 -0.889685 0.722919
4 O -2.348728 1.284911 0.519090
5 F 0.564231 0.678278 -0.497742
6 Cl 1.393747 -1.543855 -1.511876
7 Br 2.978478 0.195783 0.546267

Forces on atoms 1 to 3 (eV/Å):
0.2 -1.5 -1.0
-0.6 0.2 2.2
0.4 -0.6 -1.1

---

C53H52As2BrCsF9N4OP as an isolated structure, computed with ωB97M-V/def2-TZVPD.

Summary:
* frontier orbital gap: 5.06 eV
* largest force on an atom: 2.25 eV/Å
* molecular weight: 1325.6 Da
* charge: -2
* energy above the lowest of the compared OMol25 structures with the same formula, charge and spin: 8.7 kcal per mole
* total energy: -289826.164 eV

Element x y z (Å)
1 Cs -0.289258 -1.938772 -0.293931
2 Br 3.845745 -2.102560 7.027618
3 C 2.298995 -1.859631 5.949951
4 C 1.141173 -1.384451 6.547612
5 C -0.002134 -1.241831 5.784309
6 C 0.006719 -1.582952 4.429374
7 C 1.189642 -2.030420 3.847775
8 C 2.345463 -2.165976 4.602336
9 N -1.112391 -1.545206 3.560727
10 C -2.263270 -1.142474 3.930704
11 C -3.424534 -1.219907 3.016655
12 C -4.694553 -0.884104 3.478466
13 C -5.765850 -1.000088 2.606675
14 C -5.525065 -1.446655 1.317861
15 C -4.213748 -1.745488 0.950806
16 N -3.188352 -1.628837 1.774462
17 H 1.135667 -1.134509 7.600265
18 H -0.898206 -0.873831 6.263120
19 H 1.186751 -2.270654 2.789608
20 H 3.262900 -2.502183 4.141119
21 H -2.495288 -0.761163 4.934100
22 H -4.830674 -0.536251 4.494385
23 H -6.768256 -0.742130 2.927744
24 H -6.324616 -1.550694 0.597622
25 H -3.986497 -2.068916 -0.057794
26 C 4.269559 -0.212644 -0.981151
27 As 3.491310 -1.307321 0.457504
28 C 4.788766 -2.785774 0.298351
29 C 4.317625 -0.385634 2.002318
30 C 5.608955 -0.721915 2.413776
31 C 6.165629 -0.173034 3.557104
32 C 5.420442 0.723579 4.309125
33 C 4.146574 1.072085 3.892104
34 C 3.566613 0.544821 2.735431
35 As 1.795583 1.286121 1.899012
36 C 1.177385 2.009350 3.626434
37 C 2.874982 2.828378 1.297733
38 H 5.334594 -0.044675 -0.801813
39 H 3.747962 0.742460 -1.027610
40 H 4.122857 -0.728774 -1.931047
41 H 5.774629 -2.432222 -0.008305
42 H 4.418925 -3.486239 -0.449108
43 H 4.866821 -3.308802 1.250777
44 H 6.194252 -1.433251 1.845356
45 H 7.168304 -0.450192 3.861902
46 H 5.830429 1.146527 5.219764
47 H 3.586661 1.784150 4.490392
48 H 1.711587 2.929282 3.873800
49 H 1.345234 1.275411 4.414743
50 H 0.115619 2.229372 3.537626
51 H 3.739578 2.975247 1.946521
52 H 2.235470 3.702147 1.315897
53 H 3.217266 2.660528 0.275671
54 C 0.649568 7.013103 -0.092387
55 N -0.170096 5.968320 0.471797
56 C 0.137438 5.790371 1.876636
57 C -0.001805 4.721824 -0.292291
58 C -0.901167 3.598969 0.175112
59 C -2.253043 3.734075 -0.149926
60 C -3.177666 2.788276 0.257418
61 C -2.726687 1.699618 0.994592
62 C -1.374833 1.580370 1.291941
63 C -0.393256 2.511616 0.912109
64 H 0.499077 7.947715 0.454362
65 H 0.376851 7.177307 -1.136537
66 H 1.729391 6.771109 -0.058472
67 H -0.153265 6.685025 2.434415
68 H 1.213458 5.611805 2.053137
69 H -0.408418 4.933347 2.265968
70 H 1.043834 4.386779 -0.262374
71 H -0.230851 4.964255 -1.332086
72 H -2.578024 4.593423 -0.728149
73 H -4.226679 2.891388 0.001232
74 H -3.434335 0.945610 1.323232
75 H -1.072930 0.698443 1.862297
76 F 2.008909 -3.659423 -1.130521
77 C 1.703881 -4.959805 -1.022670
78 F 2.881880 -5.620226 -0.987277
79 F 1.104513 -5.308228 -2.168402
80 C 0.750968 -5.227351 0.218485
81 O -0.208668 -4.346170 0.294130
82 C 0.187331 -6.689999 0.045245
83 F 1.119529 -7.618507 -0.274671
84 F -0.396149 -7.126229 1.173835
85 F -0.745907 -6.743287 -0.909153
86 C 1.617849 -5.210373 1.531481
87 F 0.854791 -5.319795 2.623538
88 F 2.273097 -4.038167 1.643465
89 F 2.551743 -6.180893 1.630749
90 N -0.154249 -1.139891 -2.768991
91 P -1.153329 -0.446502 -3.675582
92 C -1.072942 1.405141 -3.821800
93 C -2.116436 2.271002 -4.131977
94 C -1.890517 3.633425 -4.286627
95 C -0.612955 4.146056 -4.138851
96 C 0.435543 3.293019 -3.816905
97 C 0.202970 1.939495 -3.653940
98 C -1.062404 -0.844437 -5.494701
99 C -0.232267 -1.903721 -5.837686
100 C -0.085388 -2.285935 -7.163843
101 C -0.769367 -1.607507 -8.162706
102 C -1.596429 -0.541813 -7.830990
103 C -1.740059 -0.165445 -6.503774
104 C -2.966847 -0.656838 -3.357402
105 C -3.532671 0.034468 -2.284493
106 C -4.874354 -0.113529 -1.972112
107 C -5.668730 -0.986254 -2.705637
108 C -5.107979 -1.706747 -3.751385
109 C -3.770304 -1.533221 -4.078670
110 H -3.120492 1.887588 -4.262542
111 H -2.719100 4.295616 -4.509126
112 H -0.438253 5.210618 -4.244989
113 H 1.432339 3.691939 -3.668529
114 H 1.002241 1.264775 -3.368582
115 H 0.295298 -2.400518 -5.029703
116 H 0.563439 -3.115292 -7.419761
117 H -0.655677 -1.902919 -9.198995
118 H -2.126223 -0.003502 -8.608277
119 H -2.382997 0.669845 -6.250488
120 H -2.919405 0.707212 -1.693845
121 H -5.295858 0.451105 -1.148662
122 H -6.718018 -1.106683 -2.461429
123 H -5.717226 -2.399858 -4.320271
124 H -3.345609 -2.084271 -4.910917

Forces on atoms 1 to 3 (eV/Å):
-0.4 1.9 1.1
0.0 0.0 0.0
0.0 0.0 0.0

---

C35H52FeOP4Se as an isolated structure, computed with ωB97M-V/def2-TZVPD.

Summary:
* frontier orbital gap (spin up / spin down): 6.67 / 3.10 eV
* largest force on an atom: 7.33 eV/Å
* molecular weight: 747.5 Da
* 2S+1: 6
* charge: +3
* energy above the lowest of the compared OMol25 structures with the same formula, charge and spin: 0.0 kcal per mole
* total energy: -176048.650 eV

Element x y z (Å)
1 Fe -0.604178 -1.479062 -4.186036
2 P -3.056813 0.415926 1.376505
3 P 0.056254 -2.219080 -2.264163
4 P -2.653637 -1.702830 -3.781996
5 H -0.556272 1.551268 0.284932
6 C -1.350709 1.756157 -0.447580
7 C -2.760584 1.682586 0.110855
8 H -3.017884 2.639229 0.594015
9 C -2.375310 0.997473 2.930455
10 C -2.204722 -1.098336 0.926998
11 C -4.816595 0.135513 1.547138
12 C 1.285077 -2.622702 -3.594658
13 C 1.115999 -1.508874 -0.958539
14 C -0.322031 -3.885565 -1.578947
15 C -3.448276 -0.096181 -3.380943
16 C -3.499246 -2.809243 -2.586530
17 C -3.575606 -2.199969 -5.287605
18 H -1.164925 2.729071 -0.919928
19 H -3.494288 1.515383 -0.693361
20 H -2.616408 2.057541 3.084414
21 H -1.284427 0.881404 2.928650
22 H -2.800707 0.406527 3.751900
23 H -1.129281 -0.991175 1.121821
24 H -2.354526 -1.342477 -0.134500
25 H -2.596683 -1.925438 1.534527
26 H -5.312527 1.058442 1.875025
27 H -4.979897 -0.643993 2.302251
28 H -5.250101 -0.190500 0.592708
29 H 1.425922 -3.712147 -3.567890
30 H 2.218658 -2.123547 -3.300502
31 H 1.003171 -2.299291 -4.627171
32 H 2.159677 -1.545391 -1.294884
33 H 1.009990 -2.066283 -0.018789
34 H 0.844064 -0.465821 -0.774963
35 H 0.442031 -4.583405 -1.942756
36 H -1.308879 -4.219345 -1.921203
37 H -0.304810 -3.843798 -0.482237
38 H -4.535653 -0.235005 -3.320493
39 H -3.204936 0.633378 -4.163677
40 H -3.054117 0.272928 -2.424818
41 H -3.567349 -3.808629 -3.033367
42 H -4.511755 -2.434141 -2.388261
43 H -2.951815 -2.881090 -1.640964
44 H -4.575553 -1.750644 -5.269102
45 H -3.652156 -3.293464 -5.296883
46 H -3.025384 -1.865770 -6.175856
47 C 0.228310 0.987923 -5.744846
48 C -0.374012 1.905239 -4.857289
49 C 0.209337 3.162643 -4.660989
50 C 1.351738 3.534889 -5.384257
51 C 1.929008 2.640036 -6.298082
52 C 1.372132 1.376596 -6.485553
53 Se -0.416267 -0.776817 -6.065318
54 H -1.161962 0.885359 -1.408416
55 H -1.277052 1.615809 -4.316604
56 H -0.235002 3.860132 -3.948875
57 H 1.786812 4.524074 -5.243802
58 H 2.809235 2.929486 -6.872964
59 H 1.809918 0.676576 -7.195943
60 O 0.966851 0.493659 1.401615
61 P 1.791815 0.512888 2.661013
62 C 1.147247 1.763006 3.791636
63 C 1.121214 1.590478 5.182436
64 C 0.539334 2.571331 5.991987
65 C 0.010547 3.732969 5.421548
66 C 0.089720 3.931769 4.038438
67 C 0.673813 2.960427 3.225689
68 C 1.747651 -1.093652 3.464358
69 C 0.655240 -1.452795 4.271423
70 C 0.598577 -2.728337 4.839624
71 C 1.612235 -3.658759 4.583038
72 C 2.673427 -3.319175 3.736796
73 C 2.736873 -2.046863 3.163862
74 C 3.523528 0.930907 2.387111
75 C 4.450139 0.827785 3.437238
76 C 5.778261 1.213444 3.232299
77 C 6.182129 1.699931 1.983519
78 C 5.255530 1.804942 0.939611
79 C 3.925075 1.425831 1.137889
80 H 1.544286 0.692580 5.635221
81 H 0.499386 2.418477 7.071539
82 H -0.456356 4.490312 6.053029
83 H -0.303390 4.842991 3.585792
84 H 0.748924 3.114846 2.146690
85 H -0.140126 -0.732374 4.473356
86 H -0.240993 -2.989322 5.485002
87 H 1.569560 -4.649879 5.036409
88 H 3.458118 -4.045069 3.518585
89 H 3.557667 -1.785345 2.494625
90 H 4.137567 0.446493 4.410536
91 H 6.493276 1.131670 4.051966
92 H 7.219264 1.999821 1.825885
93 H 5.566035 2.186575 -0.034026
94 H 3.192547 1.506828 0.333576

Forces on atoms 1 to 3 (eV/Å):
1.6 -1.2 3.8
0.5 0.4 0.1
1.7 -0.7 3.5